DFT (ωB97M-V/def2-TZVPD) results for a single C14H11F5N2O molecule.

CARTESIAN COORDINATES (ANGSTROEM)
O: 2.4593 2.1583 -1.8227
C: 1.3637 1.6858 -1.5176
N: 0.2100 2.2989 -1.8599
C: -0.9435 1.8620 -1.2330
C: -2.0725 2.7088 -1.3540
C: -3.3038 2.3159 -0.7996
C: -3.4169 1.0881 -0.1479
F: -4.6152 0.7566 0.3828
C: -2.3176 0.2332 -0.0001
F: -2.5183 -0.8718 0.7435
C: -1.0541 0.6612 -0.5339
C: 0.2045 -0.2085 -0.3784
C: 0.3897 -0.4745 1.1049
C: 0.3433 0.4675 2.1053
C: 0.5229 0.0766 3.5502
C: -0.2352 -1.1168 4.0875
C: -0.6605 0.2706 4.5108
C: 0.1158 -1.5518 -1.2621
F: -0.9023 -2.3704 -0.8955
F: -0.0285 -1.2674 -2.5907
F: 1.2582 -2.2625 -1.1611
N: 1.3933 0.5430 -0.7759
H: 0.3443 3.2547 -2.1548
H: -1.9696 3.6581 -1.8968
H: -4.2148 2.8766 -0.9626
H: 0.5663 -1.4853 1.3864
H: 0.1472 1.5080 1.8281
H: 1.5412 0.2296 3.9636
H: 0.3010 -1.7993 4.7821
H: -0.8945 -1.6514 3.4182
H: -1.5890 0.6649 4.1038
H: -0.4512 0.5800 5.5392
H: 2.2604 0.0601 -0.7369

Output
Highest occupied orbital energy = -9.01 eV
Charge = 0
SMILES = O=C1Nc2ccc(F)c(F)c2[C@@](/C=C/C2CC2)(C(F)(F)F)N1
ΔE to the lowest compared entry with this formula, charge and spin = 0.0 kcal/mol
E_tot = -1224.1561 hartree

In elementary charge units, the natural (NBO) charges are: atom 1 (O): -0.649, atom 2 (C): 0.778, atom 3 (N): -0.600, atom 4 (C): 0.166, atom 5 (C): -0.228, atom 6 (C): -0.235, atom 7 (C): 0.290, atom 8 (F): -0.309, atom 9 (C): 0.424, atom 10 (F): -0.300, atom 11 (C): -0.146, atom 12 (C): 0.001, atom 13 (C): -0.196, atom 14 (C): -0.140, atom 15 (C): -0.279, atom 16 (C): -0.417, atom 17 (C): -0.411, atom 18 (C): 0.975, atom 19 (F): -0.317, atom 20 (F): -0.324, atom 21 (F): -0.325, atom 22 (N): -0.611, atom 23 (H): 0.431, atom 24 (H): 0.222, atom 25 (H): 0.240, atom 26 (H): 0.214, atom 27 (H): 0.205, atom 28 (H): 0.232, atom 29 (H): 0.219, atom 30 (H): 0.221, atom 31 (H): 0.219, atom 32 (H): 0.219, atom 33 (H): 0.430